No. 1
78
Properties=species:S:1:pos:R:3:forces:R:3 method="wB97M-V/def2-TZVPD" charge=+1 lumo_ha=-0.1762 de_lowest_kcal_mol=0.0
C 3.275884 0.233594 2.048625 0.138 -0.068 -0.062
N 2.079681 1.035757 2.127615 0.234 -0.281 -0.299
C 2.269282 2.461816 2.283261 0.063 -0.166 0.251
C 0.984294 3.167835 1.942207 0.145 0.579 -0.331
C -0.132079 2.636860 2.787446 -0.005 0.125 0.422
N -0.145476 1.190130 2.810090 0.020 -0.100 -0.100
C -1.352513 0.646157 3.404541 -0.187 -0.197 -0.367
C -1.135194 -0.789228 3.790481 -0.226 -0.295 0.594
C -0.348805 -1.549648 2.753665 -0.330 -0.252 -0.377
N 0.875033 -0.921165 2.351040 0.109 1.653 0.141
C 0.905468 0.395927 2.429869 -0.261 -0.846 0.232
H 2.972101 -0.815630 2.083733 0.305 0.318 0.116
H 3.802096 0.430519 1.104789 0.074 0.071 0.120
H 3.953876 0.463533 2.886266 -0.097 -0.118 -0.213
H 2.576278 2.695420 3.319004 -0.011 0.035 -0.203
H 3.081878 2.770413 1.614980 -0.131 -0.026 0.120
H 1.100785 4.236978 2.130177 -0.066 -0.021 -0.105
H 0.747361 3.033617 0.883331 0.094 -0.016 0.020
H -0.025020 3.001978 3.819822 -0.079 0.050 -0.086
H -1.100932 2.989703 2.413323 0.104 -0.072 0.061
H -1.622462 1.233462 4.292675 0.132 0.017 -0.192
H -2.185839 0.735116 2.692302 0.096 0.032 0.070
H -0.583096 -0.832553 4.733443 -0.034 0.034 0.018
H -2.101919 -1.271592 3.946795 0.040 0.000 0.119
H -0.062715 -2.505899 3.194487 -0.351 0.289 0.006
H -0.985299 -1.762451 1.873817 0.084 -0.013 0.183
C 7.457533 -3.726783 -3.476206 0.146 -0.494 -0.010
N 6.487399 -2.937620 -2.751994 -0.121 0.571 -0.072
C 6.422651 -1.581885 -2.906005 1.129 0.475 -0.663
O 7.182950 -0.902509 -3.591510 -1.366 -0.889 1.012
C 5.261898 -1.084136 -2.048201 0.618 0.555 0.004
C 4.148200 -0.439974 -2.877721 -0.364 -0.084 -0.171
C 4.580932 0.868805 -3.493325 -0.044 0.167 0.002
C 4.485202 1.045930 -4.874819 0.368 0.065 0.180
C 5.037728 2.182212 -5.467193 -0.077 0.106 0.231
C 5.624128 3.170014 -4.665711 -0.075 -0.166 -0.027
C 5.630240 3.037106 -3.273224 -0.172 -0.237 0.022
C 5.099698 1.885329 -2.682871 0.130 0.062 -0.560
N 4.828853 -2.303480 -1.362342 -2.314 0.309 1.628
C 3.797638 -2.249319 -0.492325 1.542 0.556 -1.392
C 3.316858 -3.353936 0.196485 -0.821 -1.432 0.943
C 2.308339 -3.410074 1.150247 0.967 0.118 -1.213
C 1.905905 -4.687616 1.711063 -0.157 -1.939 0.631
C 2.605564 -5.881938 1.371491 -0.433 -0.265 0.210
C 2.194319 -7.140620 1.841950 -0.747 2.136 0.299
N 2.893438 -8.295297 1.380592 1.821 -3.082 -1.064
O 2.530639 -9.418113 1.793283 0.566 2.434 -0.718
O 3.843151 -8.139722 0.574250 -1.874 -0.089 1.567
C 1.107184 -7.273508 2.714181 0.339 0.164 -0.302
C 0.423763 -6.118013 3.093925 0.202 0.001 -0.119
C 0.805149 -4.866393 2.603792 0.444 0.161 -0.411
C 5.534811 -3.520707 -1.813669 0.533 -0.822 -0.395
C 4.621294 -4.516048 -2.548061 -0.218 0.211 -0.105
C 6.287487 -4.253500 -0.692747 0.121 0.269 0.163
H 8.041986 -3.056238 -4.109320 -0.148 -0.060 0.166
H 8.127508 -4.250567 -2.782971 -0.051 0.156 -0.185
H 6.959250 -4.475548 -4.105227 0.124 0.195 0.069
H 5.665145 -0.359237 -1.313817 -0.221 -0.393 -0.296
H 3.847032 -1.148241 -3.668679 0.035 0.234 0.265
H 3.273382 -0.279637 -2.229992 0.136 -0.057 -0.117
H 4.015002 0.262492 -5.475459 0.259 0.275 0.087
H 5.015041 2.287597 -6.553527 0.008 0.042 0.358
H 6.080845 4.045580 -5.130808 -0.181 -0.257 0.156
H 6.057577 3.817821 -2.640914 -0.115 -0.215 -0.257
H 5.115554 1.754512 -1.598856 0.064 0.144 -0.247
H 3.330365 -1.270072 -0.367825 0.282 -0.195 0.063
H 3.790711 -4.288316 -0.084174 -0.275 0.353 0.218
H 1.803189 -2.492460 1.460278 -0.119 0.063 0.144
H 3.476470 -5.884205 0.723953 -0.231 -0.054 0.167
H 0.837852 -8.268978 3.057767 -0.045 0.265 -0.015
H -0.421123 -6.205839 3.780847 0.294 0.123 -0.276
H 0.238843 -3.991621 2.902918 0.144 -0.439 -0.111
H 4.142279 -4.028479 -3.408285 0.098 -0.167 0.213
H 5.231155 -5.358455 -2.902667 -0.231 0.278 0.098
H 3.846244 -4.915069 -1.885942 0.161 -0.001 -0.271
H 7.022075 -3.578550 -0.234903 -0.143 -0.211 -0.054
H 5.609593 -4.620824 0.082743 0.290 0.027 -0.146
H 6.807114 -5.120914 -1.122483 -0.142 0.304 0.160

No. 2
9
Properties=species:S:1:pos:R:3:forces:R:3 method="wB97M-V/def2-TZVPD" lumo_ha=-0.0239 de_lowest_kcal_mol=14.5
C -0.353027 -0.425823 1.204177 0.144 0.405 2.972
C -1.031262 0.581922 0.386787 0.411 2.856 -1.935
O -0.499526 1.493054 -0.214402 -1.484 -1.977 1.096
F 1.789438 -0.119070 -1.702047 -0.694 1.359 -0.757
I -0.784376 -2.316127 0.353124 0.121 -0.278 0.366
I 1.763528 -0.048250 1.295617 -0.206 -0.107 0.562
I -3.221537 0.359582 0.399915 0.479 0.345 0.000
H -0.723817 -0.193166 2.330893 0.618 -1.247 -2.632
H 1.383503 0.732970 -1.854036 0.611 -1.355 0.328